Entry 1:
DFT (ωB97M-V/def2-TZVPD) results for a 2-piece molecular cluster, C12H14BrN2 overall at a distorted geometry.

Last column: natural (NBO) charge in e.
Element x y z (Å)
Br -0.936 0.647 -9.834  -0.61
C -2.382 -1.627 4.423  -0.43
N -1.804 -1.009 3.243  -0.27
C -1.940 -1.700 2.074  0.09
C -1.248 -1.256 0.945  -0.21
C -0.353 -0.203 0.952  0.01
C -0.191 0.392 2.227  -0.20
C -0.954 0.038 3.305  0.07
C 0.357 0.311 -0.238  -0.01
C 1.723 0.706 -0.165  -0.19
C 2.409 0.990 -1.383  0.08
N 1.763 0.953 -2.602  -0.27
C 0.451 0.638 -2.653  0.10
C -0.298 0.359 -1.496  -0.21
C 2.612 1.427 -3.744  -0.43
H -3.244 -2.246 4.178  0.24
H -2.833 -0.875 5.071  0.24
H -1.653 -2.262 4.927  0.24
H -2.433 -2.661 2.037  0.25
H -1.414 -1.780 0.015  0.25
H 0.498 1.180 2.494  0.25
H -0.855 0.574 4.237  0.25
H 2.212 0.678 0.798  0.25
H 3.449 1.278 -1.334  0.25
H 0.002 0.580 -3.634  0.26
H -1.344 0.122 -1.624  0.26
H 2.564 2.499 -3.934  0.25
H 2.200 1.128 -4.708  0.26
H 3.644 1.117 -3.579  0.24

The energy above the lowest of the compared OMol25 structures with the same formula, charge and spin is 451.5 kJ/mol. The net charge is +1. The electronic energy is -85683.4225 eV. The LUMO energy comes out at -6.380 eV. Its spin multiplicity is 1.

Entry 2:
DFT (ωB97M-V/def2-TZVPD) results for C18H26BeCl4F6N7O4S2 as an isolated structure at a distorted geometry.

Last column: natural (NBO) charge in e.
Element x y z (Å)
Be 18.262 10.067 -10.269  1.68
C 21.120 7.804 -12.305  0.76
F 21.184 8.704 -13.267  -0.29
F 21.791 6.725 -12.684  -0.30
F 21.696 8.267 -11.197  -0.31
S 19.357 7.301 -11.816  2.16
O 19.049 6.089 -12.497  -0.87
O 19.453 7.138 -10.389  -0.96
N 18.397 8.686 -12.051  -1.32
S 17.791 8.394 -13.533  2.19
O 18.750 8.049 -14.539  -0.89
O 16.634 7.555 -13.439  -0.91
C 17.173 10.099 -14.093  0.76
F 18.161 10.879 -14.501  -0.31
F 16.307 9.924 -15.067  -0.28
F 16.523 10.640 -13.062  -0.32
C 18.251 7.180 -6.744  -0.76
C 17.769 7.765 -7.974  0.49
N 17.350 8.192 -8.965  -0.51
H 17.400 6.868 -6.139  0.30
H 18.924 7.836 -6.193  0.28
H 18.838 6.279 -6.925  0.29
C 14.207 7.753 -11.510  -0.75
C 14.863 8.956 -11.039  0.41
N 15.395 9.899 -10.658  -0.46
H 13.806 7.906 -12.510  0.28
H 13.462 7.402 -10.797  0.27
H 14.957 6.963 -11.573  0.28
C 18.916 3.828 -10.094  -0.73
C 17.818 4.338 -9.295  0.32
N 16.968 4.739 -8.637  -0.38
H 19.299 2.903 -9.658  0.26
H 19.757 4.508 -10.180  0.26
H 18.493 3.519 -11.050  0.26
C 18.187 4.120 -14.401  -0.72
C 17.883 2.788 -14.902  0.28
N 17.616 1.736 -15.271  -0.32
H 17.647 4.929 -14.891  0.26
H 19.250 4.327 -14.487  0.25
H 17.837 4.148 -13.370  0.25
C 17.813 13.794 -13.611  -0.74
C 17.917 12.942 -12.434  0.49
N 17.961 12.321 -11.475  -0.53
H 17.234 14.660 -13.295  0.28
H 17.274 13.266 -14.397  0.28
H 18.820 14.001 -13.966  0.30
C 23.304 6.353 -15.942  -0.72
C 22.404 7.362 -16.490  0.31
N 21.709 8.136 -16.972  -0.37
H 23.673 6.673 -14.973  0.25
H 24.141 6.312 -16.644  0.26
H 22.810 5.387 -16.019  0.26
Cl 20.980 12.587 -14.313  -0.10
C 21.560 11.420 -15.546  -0.37
C 20.693 11.436 -16.781  -0.39
Cl 20.879 13.024 -17.593  -0.06
H 21.617 10.415 -15.134  0.23
H 22.552 11.765 -15.825  0.23
H 19.644 11.258 -16.545  0.22
H 20.916 10.625 -17.472  0.26
Cl 13.366 9.456 -14.996  -0.05
C 11.776 9.405 -14.191  -0.40
C 10.860 10.473 -14.712  -0.39
Cl 11.500 12.120 -14.409  -0.06
H 11.925 9.521 -13.114  0.21
H 11.373 8.392 -14.204  0.23
H 9.854 10.432 -14.300  0.23
H 10.731 10.391 -15.790  0.23

The energy above the lowest of the compared OMol25 structures with the same formula, charge and spin is 0.0 kJ/mol. The net charge is +1. The electronic energy is -126162.8442 eV. The LUMO energy comes out at -7.139 eV. Its spin multiplicity is 1.

Entry 3:
DFT (ωB97M-V/def2-TZVPD) results for a 2-piece molecular cluster, C5H14 overall at a distorted geometry.

Last column: natural (NBO) charge in e.
Element x y z (Å)
C -0.463 -1.435 -1.941  -0.62
C 0.501 -2.253 -1.077  -0.42
C 0.960 -1.351 0.026  -0.62
H -0.132 -0.381 -1.983  0.20
H -1.490 -1.505 -1.576  0.21
H -0.310 -1.601 -3.015  0.21
H -0.007 -3.198 -0.879  0.21
H 1.373 -2.688 -1.584  0.20
H 1.588 -0.499 -0.280  0.21
H 0.123 -0.961 0.646  0.21
H 1.769 -1.738 0.667  0.21
C 0.181 2.545 1.230  -0.61
C -1.165 1.822 1.544  -0.61
H -0.017 3.233 0.415  0.20
H 0.562 3.013 2.121  0.20
H 1.013 1.911 0.887  0.20
H -1.945 2.571 1.368  0.20
H -1.247 1.014 0.847  0.20
H -1.294 1.502 2.583  0.20

As for the structure (SMILES): CCC.CC. The energy above the lowest of the compared OMol25 structures with the same formula, charge and spin is 81.4 kJ/mol. The net charge is 0. The electronic energy is -5411.2065 eV. The LUMO energy comes out at 1.151 eV. Its spin multiplicity is 1.

Entry 4:
DFT (ωB97M-V/def2-TZVPD) results for C14H24F2Li2N3O10S2 as an isolated structure at a distorted geometry.

Last column: natural (NBO) charge in e.
Element x y z (Å)
Li 2.671 5.141 1.674  0.74
Li 2.192 0.282 1.026  0.77
C -0.748 6.608 -4.411  -0.43
C -1.984 6.303 -5.049  0.42
C -2.827 5.080 -4.460  0.43
O -3.934 4.853 -4.955  -0.60
C -2.291 4.370 -3.295  -0.41
C -1.110 4.764 -2.775  0.35
C -0.292 5.911 -3.373  0.36
O 0.808 6.368 -2.836  -0.71
O -0.632 4.017 -1.776  -0.73
O -2.382 6.892 -6.057  -0.61
H -0.132 7.376 -4.855  0.21
H -2.889 3.608 -2.818  0.21
N 4.426 1.911 3.904  -1.12
S 4.213 1.787 5.353  2.38
O 4.733 2.824 6.278  -0.88
O 3.886 0.456 5.919  -0.90
F 2.702 2.387 5.156  -0.56
S 6.150 1.665 3.993  2.36
O 6.570 0.351 4.312  -0.89
O 6.911 2.816 4.472  -0.87
F 6.430 1.648 2.401  -0.52
C -3.919 -2.513 3.595  -0.64
C -3.405 -1.062 3.386  -0.08
C -3.756 -0.115 4.527  -0.06
O -5.191 -0.014 4.668  -0.54
C -5.878 0.616 3.580  -0.26
N -1.969 -1.216 3.363  -0.82
H -3.423 -2.914 4.479  0.20
H -3.786 -3.103 2.688  0.21
H -4.942 -2.617 3.956  0.22
H -3.673 -0.708 2.390  0.19
H -3.272 0.855 4.412  0.19
H -3.299 -0.590 5.395  0.18
H -6.890 0.857 3.905  0.19
H -6.049 0.058 2.659  0.17
H -5.319 1.488 3.240  0.17
H -1.757 -1.279 4.348  0.34
H -1.764 -2.140 3.012  0.35
C 2.401 -2.129 -4.181  -0.63
C 1.878 -3.248 -3.289  -0.06
C 1.861 -4.636 -4.073  -0.08
O 1.482 -5.662 -3.134  -0.55
C 1.645 -6.987 -3.617  -0.25
N 2.754 -3.158 -2.113  -0.82
H 1.765 -2.065 -5.063  0.21
H 3.426 -2.188 -4.549  0.20
H 2.237 -1.190 -3.653  0.23
H 0.860 -3.024 -2.972  0.19
H 2.848 -4.774 -4.513  0.16
H 1.134 -4.546 -4.880  0.18
H 1.019 -7.235 -4.473  0.17
H 1.541 -7.699 -2.798  0.19
H 2.669 -7.176 -3.939  0.16
H 2.641 -4.043 -1.639  0.36
H 3.660 -3.262 -2.547  0.34

The energy above the lowest of the compared OMol25 structures with the same formula, charge and spin is 1199.6 kJ/mol. The net charge is -1. The electronic energy is -67359.7552 eV. The LUMO energy comes out at -1.012 eV. Its spin multiplicity is 1.

Entry 5:
DFT (ωB97M-V/def2-TZVPD) results for C21H18BrN3O2Ru as an isolated structure.

Last column: natural (NBO) charge in e.
Element x y z (Å)
Ru 0.042 0.064 0.522  1.38
O -1.079 1.412 -0.144  -0.60
C -2.404 1.443 -0.381  0.42
C -2.948 2.642 -0.827  -0.27
C -4.305 2.725 -1.066  -0.11
C -5.149 1.625 -0.874  -0.22
C -4.614 0.438 -0.445  -0.11
C -3.229 0.321 -0.190  -0.25
C -2.732 -0.955 0.210  0.21
N -1.497 -1.242 0.454  -0.48
C -1.080 -2.614 0.775  -0.24
C -0.144 -2.551 1.965  -0.25
N 0.798 -1.422 1.753  -0.48
C 1.895 -1.394 2.409  0.24
C 2.857 -0.295 2.429  -0.21
C 4.009 -0.458 3.149  -0.08
C 4.969 0.587 3.252  -0.06
C 4.751 1.818 2.640  -0.21
C 3.600 2.026 1.918  -0.08
C 2.627 0.974 1.776  0.43
O 1.605 1.208 1.074  -0.53
H -2.294 3.490 -0.972  0.25
H -4.721 3.665 -1.404  0.24
H -6.208 1.713 -1.064  0.25
H -5.248 -0.427 -0.296  0.23
H -3.452 -1.769 0.288  0.22
H -0.560 -3.027 -0.094  0.23
H -1.944 -3.243 0.992  0.24
H 0.408 -3.481 2.093  0.24
H -0.702 -2.336 2.878  0.23
H 2.140 -2.249 3.040  0.22
H 4.204 -1.393 3.660  0.25
H 5.871 0.414 3.823  0.25
H 5.485 2.606 2.737  0.26
H 3.384 2.967 1.430  0.25
Br 2.869 1.195 -1.732  0.10
C 1.431 0.321 -2.586  0.16
C 1.369 0.401 -3.968  -0.25
C 0.362 -0.286 -4.617  -0.11
C -0.532 -1.034 -3.863  -0.23
C -0.392 -1.038 -2.494  0.04
N 0.570 -0.360 -1.838  -0.53
H 2.102 0.980 -4.509  0.26
H 0.287 -0.248 -5.696  0.25
H -1.326 -1.603 -4.325  0.25
H -1.075 -1.610 -1.884  0.20

The energy above the lowest of the compared OMol25 structures with the same formula, charge and spin is 21.8 kJ/mol. The net charge is +2. The electronic energy is -103243.0292 eV. The LUMO energy (spin up / spin down) comes out at -6.677 / -9.384 eV. Its spin multiplicity is 5. Its expectation value of S² is 6.046.

Entry 6:
DFT (ωB97M-V/def2-TZVPD) results for C8H15P in the gas phase at a distorted geometry.

Last column: natural (NBO) charge in e.
Element x y z (Å)
C -2.747 0.154 -1.256  -0.40
C -1.984 -0.701 -0.551  -0.15
C -0.863 -0.308 0.382  -0.31
C -1.475 -0.384 1.703  -0.62
C -0.139 1.082 0.262  -0.41
C 1.306 0.857 0.702  -0.41
C 1.936 -0.454 0.181  -0.48
C 2.634 -0.094 -1.172  -0.63
P 0.459 -1.686 0.120  0.52
H -3.481 -0.289 -1.806  0.19
H -2.543 1.166 -1.439  0.20
H -2.227 -1.676 -0.257  0.19
H -0.832 -0.044 2.513  0.21
H -1.995 -1.309 1.915  0.22
H -2.315 0.309 1.776  0.21
H -0.668 1.863 0.972  0.22
H -0.159 1.508 -0.787  0.22
H 1.912 1.777 0.225  0.21
H 1.407 0.812 1.763  0.21
H 2.775 -0.958 0.761  0.23
H 1.863 -0.002 -2.040  0.21
H 3.511 -0.772 -1.549  0.22
H 3.199 0.867 -1.175  0.21
H 0.427 -1.719 -1.242  -0.04

As for the structure (SMILES): C=C[C@]1(C)CC[C@H](C)P1. The energy above the lowest of the compared OMol25 structures with the same formula, charge and spin is 136.6 kJ/mol. The net charge is 0. The electronic energy is -17825.6180 eV. The LUMO energy comes out at 0.936 eV. Its spin multiplicity is 1.

Q: Among the records above, which one has the highest spin multiplicity?
A: C21H18BrN3O2Ru

Q: Which formula does entry 3 have?
A: C5H14